1.
The following is a quantum chemistry calculation of a structure of composition C24H66AgN7O9, from OMol25.

```
107
Properties=species:S:1:pos:R:3:mulliken_charge:R:1
Ag 2.59569 0.70700 -4.05593 0.568
O 0.25161 0.10630 -0.71426 -0.746
O 4.58133 2.05394 3.47129 -0.370
O 1.65982 1.12669 -1.87366 -0.311
O -6.04240 1.98551 -2.21070 -0.403
O -0.18239 0.86225 3.69397 -0.460
O 2.03308 -4.06197 -0.08698 -0.406
O 1.28527 5.66133 -4.69699 -0.387
O -0.19889 2.11261 -1.46256 -0.889
O -3.32698 -3.35479 1.55075 -0.379
N 0.56028 1.12018 -1.31199 1.037
N -2.89899 1.56422 -0.36478 -0.040
N -2.41891 -1.29064 -1.23521 -0.347
N 0.72240 2.08371 -4.44209 -0.185
N 6.06315 2.20999 1.03256 -0.761
N 2.10310 -5.93927 -2.04703 -0.669
N 0.73636 -1.32700 6.41871 -0.723
C -2.42778 -2.76003 0.61179 -0.221
C 0.85049 3.30287 -5.15493 0.508
C 4.37396 1.11469 2.47177 0.289
C 4.24968 1.52108 4.77815 -0.735
C 1.19028 6.78215 -3.74481 -0.725
C 0.43551 -0.22669 4.29230 0.010
C 0.04318 -0.24833 5.74787 0.209
C 0.27308 1.07844 6.51657 -1.351
C -3.24545 3.05891 -2.28577 -1.559
C -3.94336 2.17358 -1.14953 0.205
C -6.96569 1.14874 -2.87540 -0.746
C 0.07525 0.87008 2.27167 0.342
C -2.71225 -4.07299 2.65808 -0.699
C -3.27418 -1.81034 -0.22228 0.924
C 2.46935 -7.08233 0.07651 -1.384
C 1.66930 -2.87293 0.65201 -0.264
C -4.41320 -2.47728 -0.94643 -1.710
C -4.93081 1.21815 -1.78126 -0.752
C 0.93166 -4.98216 -0.19351 -0.302
C 1.48888 -6.30134 -0.82740 0.180
C 1.12440 4.42631 -4.08751 -0.462
C 4.49109 0.78234 -0.10665 -1.093
C 4.69802 1.71195 1.08789 0.204
C -0.37925 3.55043 -5.88294 -1.580
H -1.28870 3.59241 -5.28357 0.288
H 1.14702 0.83253 2.07675 -0.234
H 2.07800 4.30586 -3.57347 0.358
H 1.33844 1.25508 6.66459 0.283
H -6.51798 0.60843 -3.70950 0.326
H -5.00552 -2.88566 -0.12760 0.407
H -3.41096 -4.15871 3.49028 0.305
H -1.00831 -0.53556 5.74836 0.334
H 2.34827 -6.85021 -2.40783 0.283
H 3.33627 0.78302 2.43569 -0.488
H -4.42978 0.72670 -2.61525 0.412
H -5.25416 0.43217 -1.09878 0.567
H 6.70370 1.54270 1.43816 0.287
H 0.70927 -7.04064 -1.01111 0.392
H 3.25831 -6.47100 0.51460 0.293
H 3.19571 1.31482 4.96446 0.144
H 3.47289 0.39729 -0.05078 0.026
H -2.44284 -5.10023 2.41254 0.312
H 0.37471 4.42269 -3.29628 0.212
H 0.79056 -2.41501 0.19789 0.020
H 0.02428 -1.13186 3.84546 0.172
H 5.97728 2.91755 1.74817 0.329
H -0.29128 0.95087 7.44033 0.436
H -1.81999 -3.65706 3.12605 0.216
H -0.05121 1.56974 -4.83892 0.195
H 1.68546 -1.14751 6.12360 0.294
H 1.30150 -5.75534 -2.63328 0.247
H -2.78090 2.37914 -3.00006 0.393
H -2.42427 3.61461 -1.83305 0.500
H 0.10374 -4.60388 -0.79314 0.137
H 1.90491 -7.42481 0.94381 0.341
H -0.61038 2.78165 -6.62027 0.435
H -4.50055 2.80762 -0.45987 0.373
H 4.51114 2.28769 5.50758 0.359
H -1.58376 -2.24971 1.07579 -0.049
H 1.01133 7.74403 -4.22528 0.282
H -0.10172 1.90851 5.91774 0.340
H -2.89263 0.56898 -0.53675 0.298
H -0.33588 1.78439 1.84376 0.226
H 1.49434 -0.10499 4.06393 -0.128
H -5.04872 -1.80065 -1.51774 0.377
H -7.37450 0.39823 -2.19885 0.311
H 2.89572 -7.96722 -0.39602 0.383
H -1.90368 -3.45113 -0.04836 0.120
H 0.25985 2.42148 -3.61019 0.105
H 0.74657 -1.14601 7.41231 0.292
H -0.38193 4.51007 -6.39986 0.404
H 1.73239 3.27129 -5.79473 0.197
H 4.20115 2.67069 0.93947 0.349
H 1.56540 -3.09805 1.71345 0.326
H 4.66477 1.39145 -0.99373 0.301
H 5.04143 0.27131 2.64867 0.393
H 0.49609 -5.30028 0.75368 0.290
H -1.97534 1.80507 -0.69485 0.149
H -3.92752 3.75410 -2.77524 0.468
H -7.79371 1.71044 -3.30779 0.292
H 2.12378 6.97603 -3.21651 0.313
H 5.07223 -0.13982 -0.10551 0.356
H -2.05480 -1.98342 -1.87363 0.405
H 0.41159 6.66652 -2.99092 0.293
H -3.58587 -0.98627 0.41947 0.510
H -0.36910 0.03438 1.73107 -0.026
H -1.61228 -0.84526 -0.82163 -0.237
H -4.12238 -3.26749 -1.63859 0.357
H 2.45389 -2.11847 0.59441 0.173
H 4.87296 0.70140 5.13554 0.357
```

Values from the calculation:
* E_tot: -2160.7968 a.u.
* spin multiplicity: 2
* gap between HOMO and LUMO (spin up / spin down): 7.1 / 3.9 eV
* E_HOMO (spin up / spin down): -11.01 / -11.01 eV
* net charge: +1
* energy above the lowest of the compared OMol25 structures with the same formula, charge and spin: 60.67 kJ/mol
* ⟨S²⟩: 0.755



2.
The following is a quantum chemistry calculation of a structure of composition C24H66AlN7O9, from OMol25.

```
107
Properties=species:S:1:pos:R:3:mulliken_charge:R:1
Al -7.68170 1.98122 1.59827 0.984
O -0.64305 -4.17385 -3.77367 -0.294
O -4.72934 4.92476 3.41532 -0.325
O -2.29948 0.04009 -0.91031 -0.397
O -1.04483 0.98154 0.45704 -0.419
O 4.18712 4.37311 -2.10769 -0.329
O -0.76425 1.25616 -6.36220 -0.263
O 6.32290 -4.45200 -0.33383 -0.321
O -3.24300 1.24458 0.52553 -0.475
O -1.73386 -3.10661 4.81440 -0.330
N -2.91931 -0.98685 6.05642 -0.673
N 3.31425 -2.19125 -0.49371 -0.479
N -2.18186 0.80859 0.03528 1.103
N -2.99767 1.05349 -8.47051 -0.609
N -2.98017 -5.26257 -2.83336 -0.579
N 2.35685 4.83425 0.21217 -0.622
N -5.84499 2.88733 5.54461 -0.587
C -1.67653 2.43116 -9.90373 -1.457
C 6.88789 -5.25879 -1.39735 -0.749
C -1.66193 1.55076 -8.68447 0.498
C 0.65786 -4.12395 -4.30981 -0.827
C -1.01522 -2.42042 5.86374 -0.821
C -1.47715 -0.94527 5.77447 0.500
C 4.51917 -2.71377 0.12786 0.364
C 4.11652 -3.63559 1.28201 -1.285
C -1.87638 -6.55642 -1.16149 -1.444
C -4.65744 3.97554 7.31233 -1.428
C 5.39152 -3.56961 -0.88543 -0.577
C -0.88500 2.19089 -7.40749 -0.887
C -3.69355 5.56312 2.55538 -0.742
C 4.50340 3.98893 -0.70618 -0.693
C -4.09182 4.58322 4.66582 -0.609
C 5.21341 5.26442 -2.49885 -0.714
C -5.10799 4.09988 5.83013 0.250
C 3.78066 4.81093 0.40175 0.312
C -1.52717 -4.51822 5.03681 -0.794
C 0.18626 1.70788 -5.38778 -0.756
C -0.84185 -0.05255 6.82919 -1.421
C -1.79259 -5.23562 -1.97314 0.397
C 4.00626 4.11060 1.74343 -1.492
C -0.47407 -5.12890 -2.73323 -0.630
H 4.67031 -4.20129 -1.40401 0.267
H -6.44336 2.63338 6.31763 0.265
H -1.79858 3.48408 -9.64964 0.394
H 5.11962 5.58840 -3.53535 0.284
H -2.97874 4.86728 2.11612 0.295
H -1.17288 -0.48852 4.83272 0.287
H -1.12005 -2.69618 6.91306 0.420
H 4.99830 3.94763 2.16458 0.408
H 3.34242 -4.35759 1.02206 0.292
H -0.65544 2.58228 -10.25394 0.376
H -3.12859 -1.74575 5.42366 0.321
H 3.74434 3.05405 1.68688 0.344
H 2.15123 3.84592 0.24406 0.312
H 7.73939 -5.71666 -0.89396 0.266
H -1.04968 -6.47866 -0.45536 0.340
H 0.21451 0.92029 -4.63479 0.249
H 2.68584 -2.93289 -0.76790 0.167
H 7.34868 -4.64901 -2.17449 0.320
H -1.28393 3.09786 -6.95322 0.459
H 5.16658 6.17128 -1.89594 0.290
H -1.90447 -4.45137 -1.22445 0.326
H -3.44534 3.73982 4.42325 0.316
H -5.87006 4.87385 5.92140 0.287
H 0.14793 -0.32908 7.19246 0.374
H 1.16538 1.77596 -5.86191 0.360
H 2.75086 -1.53492 0.02775 0.294
H -0.97836 0.70304 -8.73125 0.227
H -5.52208 3.69171 7.91229 0.379
H -3.56679 1.88774 -8.48551 0.300
H 6.20618 4.81611 -2.45976 0.304
H 5.58330 3.99034 -0.55820 0.457
H -0.48659 -4.83959 5.08172 0.304
H -1.36391 -0.10916 7.78437 0.349
H 1.18123 -5.02783 -4.62158 0.358
H -2.07542 -5.17394 4.36039 0.278
H 0.04468 -2.40058 5.61015 0.383
H 4.99811 -4.20130 1.58345 0.342
H 4.30139 2.92652 -0.84243 0.290
H 0.42625 -3.58627 -5.22925 0.304
H -2.39486 2.12353 -10.66364 0.375
H -0.03615 2.68020 -4.94820 0.309
H 0.10042 2.60606 -7.61887 0.439
H 3.30155 4.55031 2.44922 0.365
H -1.72238 -7.49489 -1.69409 0.412
H 5.01109 -1.88320 0.63409 0.307
H -4.19778 6.09968 1.75166 0.295
H -3.88890 3.20831 7.40620 0.382
H -3.11335 6.37791 2.98850 0.320
H 0.38017 -5.01348 -2.06610 0.300
H 5.79547 -2.93971 -1.67799 0.399
H 4.22604 5.80422 0.45757 0.362
H -1.99072 -4.78050 5.98783 0.336
H -4.05525 4.78748 7.72001 0.383
H -2.87478 -6.10628 -3.37848 0.305
H -0.76350 0.93317 6.37058 0.305
H 1.38846 -3.51883 -3.77303 0.290
H 2.27679 5.14649 -0.74502 0.328
H -2.83061 -6.56128 -0.63470 0.435
H 6.16757 -5.98647 -1.77113 0.318
H -3.79278 -5.50879 -2.28643 0.292
H -0.36155 -6.16648 -3.04766 0.296
H -3.16614 -1.41963 6.93499 0.280
H -3.65488 5.43863 5.18104 0.314
H -5.08472 2.26256 5.77211 0.216
H -3.27146 0.62632 -9.34382 0.282
H 3.80787 -3.27212 2.26218 0.389
```

Values from the calculation:
* E_tot: -2255.6475 a.u.
* spin multiplicity: 1
* gap between HOMO and LUMO: 1.6 eV
* E_HOMO: -12.64 eV
* net charge: +2



Question: Which of these has the lowest spin multiplicity?
Answer: C24H66AlN7O9



Question: The lowest E_tot belongs to which entry?
Answer: C24H66AlN7O9